1.
Below is a molecular structure, C43H71GeN2O4P2PbS, with properties calculated with the ωB97M-V functional and the def2-TZVPD basis.

Each line ends with the Löwdin charge.
CARTESIAN COORDINATES (ANGSTROEM)
H  -6.613  -0.082  -1.685  0.08
C  -3.707  -1.613  -0.737  -0.06
C  -4.518  0.569  -0.231  -0.04
C  -1.011  1.148  -5.262  -0.03
C  -0.870  3.882  -0.698  -0.70
H  -1.783  -5.211  -2.400  0.08
H  -3.820  -2.545  -1.280  0.09
C  -1.233  0.472  2.755  -0.33
H  2.218  -0.410  5.563  0.08
H  4.681  3.341  -0.939  0.08
C  -0.367  5.293  -1.012  -0.06
H  1.822  3.106  4.817  0.07
H  -5.263  1.350  -0.349  0.12
C  4.473  0.763  -1.685  -0.01
H  -2.793  -0.791  -5.009  0.10
C  -1.311  1.329  7.051  -0.05
H  -0.336  1.652  7.415  0.07
H  -1.043  6.046  -0.607  0.10
H  5.544  3.217  -2.482  0.09
H  -0.569  -3.946  -2.220  0.04
N  2.610  -2.083  -1.446  -0.22
H  -2.905  -3.350  3.797  0.09
H  3.870  -0.865  5.154  0.09
C  3.045  -0.204  4.882  -0.10
H  0.080  -2.129  -5.477  0.08
H  -1.765  1.115  -6.048  0.10
H  0.723  3.536  3.508  0.07
C  -1.277  1.050  5.569  -0.28
H  1.749  -2.109  2.275  0.05
C  -0.772  -4.388  2.538  -0.13
C  -4.686  -0.634  -0.901  -0.27
C  3.791  1.957  -2.350  -0.70
C  3.844  -2.644  -1.446  -0.01
C  -5.895  -0.897  -1.762  -0.04
H  3.533  -0.465  2.804  0.11
H  0.203  -4.453  2.048  0.07
C  -3.401  0.800  0.558  -0.05
C  -2.021  -0.888  -4.245  -0.06
H  3.080  0.920  -4.105  0.07
H  3.318  2.253  0.864  0.05
H  -2.934  4.264  -1.218  0.10
H  4.015  4.112  -2.390  0.08
C  -2.608  -1.429  0.096  -0.31
H  -2.367  -0.388  -3.335  0.09
H  -3.298  -5.796  -0.731  0.08
C  2.639  -0.488  3.438  -0.53
H  -3.278  1.762  1.044  0.11
C  -1.154  3.758  0.796  -0.02
H  -0.809  -1.202  -6.688  0.10
H  1.842  3.205  0.938  0.05
H  -1.390  1.760  -4.442  0.07
H  4.215  0.729  -0.622  0.08
H  -0.289  5.445  -2.092  0.07
H  -2.269  -3.515  -2.455  0.05
C  -2.430  0.494  3.509  -0.02
H  4.756  1.501  -4.238  0.10
C  3.930  -2.591  -3.829  -0.04
C  -0.727  -0.257  -4.763  -0.64
H  -1.939  3.706  -2.573  0.07
H  5.504  -3.348  -2.562  0.12
H  -3.395  0.759  5.384  0.12
H  -2.457  2.556  -1.322  0.07
C  -3.162  -4.899  -0.121  -0.10
H  0.819  -0.683  -6.219  0.09
H  3.409  2.086  3.313  0.10
O  0.148  2.919  -1.028  -0.49
C  4.519  -2.906  -2.611  -0.03
C  -0.050  0.781  3.473  -0.31
H  0.822  1.285  5.366  0.09
O  2.031  -1.851  -0.294  -0.30
H  -3.996  -4.228  -0.328  0.06
H  -0.943  -2.274  2.694  0.06
C  4.557  3.239  -2.019  -0.03
H  4.232  -2.842  -0.459  0.15
H  4.158  -0.170  -2.155  0.06
H  0.622  5.438  -0.570  0.09
H  2.643  -2.641  3.710  0.09
C  -1.594  -4.225  -1.970  -0.14
H  -3.231  -5.208  0.919  0.05
C  2.759  2.962  1.479  -0.13
H  -6.391  -1.820  -1.457  0.08
C  1.983  -1.866  3.315  -0.12
C  3.760  1.745  -3.867  -0.06
H  -3.366  -2.079  2.671  0.06
H  2.153  -1.815  -4.753  0.10
H  -2.038  2.110  7.282  0.08
H  5.557  0.847  -1.778  0.10
O  2.466  2.053  -1.814  -0.43
C  -2.919  -3.066  2.739  -0.09
H  -1.289  2.709  1.072  0.05
H  3.352  3.874  1.574  0.09
C  -1.489  -3.077  2.197  -0.53
H  -0.609  -4.449  3.617  0.08
H  -5.617  -1.007  -2.814  0.08
H  3.407  2.641  -4.384  0.07
H  4.443  -2.784  -4.762  0.12
P  1.541  0.760  2.625  1.00
C  -0.101  1.053  4.850  -0.07
C  2.456  2.374  2.863  -0.51
C  1.993  -1.814  -2.633  -0.40
Pb  0.659  0.359  0.059  1.29
H  -2.061  4.308  1.050  0.10
C  -0.112  -1.120  -5.853  -0.04
S  0.314  -1.285  -2.549  0.95
H  2.281  4.358  3.666  0.08
H  -1.600  0.436  7.608  0.08
C  -1.801  -4.273  -0.452  -0.54
C  2.660  -2.052  -3.827  -0.05
C  1.773  3.397  3.769  -0.10
H  -0.329  4.171  1.381  0.08
P  -1.289  -2.664  0.371  1.08
H  -1.360  -5.259  2.249  0.07
H  -0.106  1.613  -5.656  0.09
H  -1.029  -4.943  -0.063  0.09
C  -2.132  3.582  -1.503  -0.03
H  -3.571  -3.761  2.213  0.06
H  -3.363  0.272  3.013  0.10
C  -2.445  0.767  4.858  -0.02
C  -2.418  -0.174  0.726  -0.36
O  0.272  -0.076  -3.681  -0.49
N  -1.212  0.115  1.419  -0.18
H  1.055  -1.889  3.894  0.08
H  -1.890  -1.951  -4.035  0.06
H  3.381  0.823  5.040  0.07
Ge  1.109  2.944  -2.586  1.10

- spin multiplicity = 1
- LUMO energy (hartree) = -0.0939
- E_HOMO (eV) = -9.00
- total charge = +1
- HOMO-LUMO gap (eV) = 6.45


2.
Below is a molecular structure, C43H72F3MnO20, with properties calculated with the ωB97M-V functional and the def2-TZVPD basis.

Each line ends with the Mulliken spin population.
CARTESIAN COORDINATES (ANGSTROEM)
H  -7.214  -0.001  3.160  0.00
H  7.936  -0.655  0.856  0.00
H  -2.007  -3.932  -1.084  0.00
C  -3.681  2.872  -0.706  0.01
C  -5.186  0.612  3.429  0.00
H  0.405  -2.969  -2.335  0.00
H  -1.016  -3.989  2.377  0.00
H  -5.529  4.782  -0.968  0.00
O  0.386  4.832  2.389  0.00
O  -4.652  0.495  2.331  0.03
C  -0.878  1.847  -6.885  0.00
H  2.190  -1.647  -5.518  0.00
F  -0.469  -2.695  0.199  0.00
H  -4.310  5.658  0.641  0.00
H  3.136  -2.666  -1.648  0.00
C  -4.519  4.924  -1.354  0.00
O  -0.887  0.031  -0.693  0.02
H  -3.700  -4.309  -1.293  0.00
H  0.646  1.893  2.644  0.00
C  2.907  -3.578  4.627  0.00
H  0.527  -1.337  4.422  0.00
C  5.981  3.802  -2.691  0.00
H  -4.721  3.282  -2.716  0.00
C  -2.535  -3.236  -4.071  0.00
H  3.708  1.521  -2.364  0.00
C  -1.027  3.464  -5.252  0.00
C  -6.486  0.078  3.967  0.00
H  -2.579  2.176  3.256  0.00
H  -4.717  -3.323  3.803  0.00
C  0.138  0.865  -2.742  0.00
O  1.024  -2.745  -4.227  0.00
H  -6.317  -0.965  4.235  0.00
O  -3.504  -1.529  -1.300  0.00
H  4.593  0.514  1.783  0.00
H  -2.704  5.446  -0.279  0.00
H  -3.285  -2.283  3.970  0.00
C  1.433  -1.692  4.914  0.00
H  6.697  -0.932  -1.293  0.00
H  -0.365  2.538  5.489  0.00
H  3.628  3.481  -0.475  0.00
C  0.456  2.576  3.472  0.00
C  -5.472  1.402  5.621  0.00
H  7.489  -2.428  1.075  0.00
C  6.115  -1.102  2.064  0.00
O  5.460  -0.029  0.045  0.00
O  -4.522  1.205  4.488  0.00
C  -0.138  -1.572  0.986  -0.02
O  -2.798  -3.831  1.417  0.00
H  -0.697  1.190  4.583  0.00
H  -3.321  -5.259  3.866  0.00
H  6.487  -0.369  2.780  0.00
H  6.969  3.916  -3.137  0.00
C  1.314  -3.215  -2.883  0.00
H  -2.615  2.971  4.813  0.00
H  -3.128  3.767  -2.592  0.00
O  -2.844  -2.045  -3.421  0.00
H  -1.229  -4.639  -3.045  0.00
O  3.039  -3.889  5.835  0.00
C  -3.690  -2.958  1.974  0.01
C  6.283  -1.159  -0.310  0.00
C  5.647  3.891  -1.198  0.00
H  0.138  1.790  -0.856  0.00
H  -5.158  0.771  6.453  0.00
H  6.411  3.499  -0.527  0.00
H  -0.203  -0.025  -3.272  0.00
C  0.435  1.948  -6.303  0.00
C  -2.276  -4.347  -3.129  0.00
H  5.358  4.906  -0.925  0.00
O  -3.415  3.752  0.219  0.00
H  1.519  -4.238  -2.569  0.00
H  -1.788  -5.497  2.140  0.00
O  -1.544  4.242  -4.493  0.00
H  -5.513  2.433  5.970  0.00
C  -0.619  2.270  4.464  0.00
H  2.500  -0.399  -3.260  0.00
C  -3.721  5.104  -0.090  0.00
C  -3.683  -3.176  3.489  0.00
H  4.801  2.161  -0.236  0.00
O  5.316  2.670  -3.113  0.00
O  -3.672  1.678  -0.611  0.04
C  -4.014  3.644  -1.969  0.00
H  3.741  -2.992  2.075  0.00
C  4.174  2.503  -2.277  0.00
C  7.149  -1.395  0.998  0.00
F  1.202  -1.448  0.824  0.00
C  2.305  -2.257  -4.622  0.00
H  4.021  -0.930  1.089  0.00
H  -0.959  2.201  -7.913  0.00
C  -0.886  -0.205  0.725  0.00
H  1.359  2.907  3.984  0.00
H  -7.522  0.433  5.766  0.00
O  -1.535  3.862  3.112  0.00
O  -2.138  -0.012  1.246  0.05
H  -2.815  -5.260  -3.383  0.00
H  1.234  -2.072  5.915  0.00
H  2.047  -0.823  5.149  0.00
O  3.702  -4.261  3.775  0.00
H  1.118  3.325  -4.667  0.00
O  2.145  -2.588  4.052  0.00
C  3.718  -4.026  2.419  0.00
H  4.551  -4.468  1.872  0.00
H  -2.025  -4.084  4.405  0.00
C  2.874  -1.399  -3.481  0.00
H  3.509  3.145  -2.854  0.00
C  0.446  3.278  -5.524  0.00
H  0.632  3.991  -6.327  0.00
O  -4.345  -2.103  1.381  0.03
H  5.789  -2.042  -0.715  0.00
H  5.681  -1.925  2.632  0.00
O  -1.665  2.608  -6.029  0.00
H  3.031  -2.988  -4.978  0.00
H  -1.346  0.864  -6.939  0.00
H  -3.405  -3.449  -4.692  0.00
H  -0.293  0.565  1.218  0.01
C  -1.990  2.790  3.938  0.00
H  2.849  -4.513  1.977  0.00
C  4.949  -0.405  1.317  0.00
H  1.882  -1.528  -1.686  0.00
C  -2.862  -3.773  -1.741  0.00
Mn  -4.083  -0.210  0.364  4.81
C  -3.202  -2.356  -2.112  0.01
H  1.035  1.715  -7.183  0.00
F  -0.291  -2.011  2.196  0.00
C  -2.749  -4.359  3.639  0.00
H  -7.457  1.783  4.789  0.00
C  2.402  -2.237  -2.330  0.00
H  5.410  4.599  -3.166  0.00
H  1.146  0.352  -0.898  -0.01
C  0.198  0.770  -1.235  0.01
C  -0.158  3.775  2.799  0.00
H  0.425  1.046  -5.692  0.00
C  -2.004  -4.445  2.323  0.00
H  1.142  1.020  -3.137  0.00
C  4.507  2.985  -0.887  0.00
H  -4.349  5.774  -2.015  0.00
H  3.949  -1.363  -3.307  0.00
C  -6.834  0.941  5.091  0.00
H  -1.566  -3.139  -4.562  0.00
H  -0.568  1.597  -3.134  0.00

- spin multiplicity = 6
- LUMO energy (alpha / beta) (hartree) = -0.0829 / -0.0956
- E_HOMO (alpha / beta) (eV) = -10.45 / -10.45
- ⟨S²⟩ = 8.753
- total charge = +1
- HOMO-LUMO gap (alpha / beta) (eV) = 8.19 / 7.84


Ordered F_max results: 0.64; 5.88; unit eV/A.
Ordered electronic energy results: -5442.04901; -4636.70779; unit a.u..